a | {"formula": "C26H22FN8O2Tm", "method": "ωB97M-V/def2-TZVPD", "symbols": ["Tm", "F", "O", "O", "N", "N", "N", "N", "N", "N", "N", "N", "C", "C", "C", "C", "C", "C", "C", "C", "C", "C", "C", "C", "C", "C", "C", "C", "C", "C", "C", "C", "C", "C", "C", "C", "C", "C", "H", "H", "H", "H", "H", "H", "H", "H", "H", "H", "H", "H", "H", "H", "H", "H", "H", "H", "H", "H", "H", "H"], "coordinates": [[0.591, -0.520, -0.262], [0.191, 5.791, 1.164], [1.483, -2.402, -3.093], [-5.287, -3.309, -0.379], [3.641, -3.758, 1.162], [2.276, -2.169, 0.642], [5.609, 0.728, -1.388], [4.397, -2.876, 0.505], [-3.315, -2.609, 0.492], [-0.925, -0.620, -2.223], [-4.372, -1.458, -1.312], [2.948, 0.085, -0.956], [-0.415, 1.282, 3.498], [1.277, 3.725, 1.354], [-2.269, 0.654, 1.923], [-4.388, -2.516, -0.390], [5.274, -0.396, -0.776], [3.940, -0.716, -0.533], [3.560, -1.920, 0.201], [-3.299, -0.857, -1.934], [-1.297, -1.919, 1.611], [1.333, 2.386, 0.998], [-2.401, 0.862, -3.352], [4.634, 1.540, -1.775], [-0.622, 2.622, -0.335], [-0.703, 3.967, -0.002], [-3.494, 0.233, -2.794], [3.299, 1.216, -1.572], [-1.989, -1.288, -1.748], [0.255, 4.501, 0.840], [-2.546, -1.590, 1.078], [1.033, -2.355, -2.071], [-3.003, -0.273, 1.212], [0.392, 1.776, 0.146], [2.378, -3.345, 1.237], [-1.125, 0.442, -3.009], [-1.065, 0.319, 2.555], [-0.575, -0.971, 2.364], [0.613, 1.005, 3.726], [4.919, 2.471, -2.248], [-2.530, 1.696, -4.028], [-1.490, 4.601, -0.389], [-1.792, -2.229, -1.249], [2.500, 1.866, -1.901], [2.006, 4.165, 2.023], [6.073, -1.058, -0.468], [1.585, -3.894, 1.718], [-0.245, 0.950, -3.383], [-5.277, -1.320, -1.740], [-3.967, 0.003, 0.809], [0.283, -1.300, 2.942], [2.154, 1.800, 1.411], [-1.399, 2.232, -0.988], [-2.661, 1.657, 2.039], [-0.979, 1.283, 4.435], [-4.499, 0.573, -3.015], [-0.990, -2.961, 1.617], [-0.432, 2.297, 3.106], [4.052, -4.614, 1.509], [-3.347, -3.484, 0.995]], "multiplicity": 3, "homo_lumo_gap_ev": [7.26, 7.28], "s2": 2.002, "charge": 2}

b | {"formula": "C26H22FN8O2Tm", "method": "ωB97M-V/def2-TZVPD", "symbols": ["Tm", "F", "O", "O", "N", "N", "N", "N", "N", "N", "N", "N", "C", "C", "C", "C", "C", "C", "C", "C", "C", "C", "C", "C", "C", "C", "C", "C", "C", "C", "C", "C", "C", "C", "C", "C", "C", "C", "H", "H", "H", "H", "H", "H", "H", "H", "H", "H", "H", "H", "H", "H", "H", "H", "H", "H", "H", "H", "H", "H"], "coordinates": [[0.020, -0.485, 1.072], [-5.574, -3.570, 1.908], [5.214, -3.933, 2.755], [1.981, 0.801, -1.735], [-1.388, 1.022, -0.281], [3.392, -4.352, 1.480], [-3.064, 2.790, -1.598], [3.490, -2.478, 2.971], [0.132, 4.036, 0.967], [0.440, 1.903, 1.613], [1.127, -2.132, -0.357], [1.086, 3.940, 1.920], [-0.502, -1.676, 4.150], [1.811, 0.525, -0.666], [1.271, 2.683, 2.295], [-2.356, 0.578, -1.083], [4.105, -3.613, 2.430], [2.139, -2.254, 3.289], [-3.182, 1.475, -1.746], [0.450, -3.002, -1.111], [-1.854, -1.421, 4.745], [2.138, -2.559, 0.414], [-1.273, 2.345, -0.120], [-4.406, -2.957, 1.707], [2.450, -3.901, 0.559], [-0.074, -2.989, 3.890], [1.210, -3.283, 3.486], [-1.955, -1.676, 1.274], [-3.084, -0.989, 1.739], [-2.124, -3.049, 1.046], [1.775, -4.800, -0.268], [0.794, -4.345, -1.126], [1.715, -0.940, 3.466], [0.411, -0.660, 3.921], [-3.330, -3.703, 1.259], [-4.312, -1.601, 1.954], [-0.234, 2.792, 0.818], [-2.114, 3.227, -0.775], [2.725, -1.804, 0.921], [-1.290, -3.656, 0.706], [-2.012, 4.295, -0.625], [-2.156, -0.380, 4.636], [3.854, -5.230, 1.288], [-3.455, -4.764, 1.081], [-1.834, -1.652, 5.812], [4.161, -1.951, 3.515], [0.151, 0.360, 4.189], [-3.961, 1.113, -2.405], [2.448, -0.142, 3.392], [-2.611, -2.052, 4.279], [-2.479, -0.492, -1.178], [1.982, 2.382, 3.049], [0.265, -5.030, -1.775], [1.551, 4.772, 2.256], [-0.772, -3.803, 4.051], [-5.180, -1.059, 2.309], [-0.371, -2.620, -1.703], [1.511, -4.316, 3.362], [2.020, -5.855, -0.230], [-3.034, 0.080, 1.949]], "multiplicity": 3, "homo_lumo_gap_ev": [7.30, 7.34], "s2": 2.002, "charge": 2}

Which structure above is the least stable? It is a.